C65H76BClF3IN9O20P2S | wB97M-V/def2-TZVPD

XYZ file:
```
179
Properties=species:S:1:pos:R:3
C 7.31985 3.88049 -0.48497
C 6.92400 2.32983 -0.61472
C 5.72767 2.04875 -1.69602
C 5.22854 0.56689 -1.46159
C 3.83821 -0.00431 -1.91094
C 2.50611 0.86288 -2.03544
C 2.67822 2.05151 -3.03185
C 3.88561 1.89945 -4.25300
C 3.58613 2.85807 -5.62073
O 4.71476 3.15073 -4.49558
C 1.87929 1.59342 -0.69681
C 2.47829 2.92920 -0.05460
C 3.85640 2.88451 0.77506
C 3.65909 3.14720 2.38518
S 4.75484 1.90067 3.29852
O 1.63699 0.85725 0.50843
C 2.55545 0.02777 1.08482
N 3.48026 -0.70328 1.39735
N 0.40586 1.84460 -1.16221
P -0.10619 3.62054 -1.16814
O 0.75949 4.46797 -2.42920
Cl -2.13411 3.89716 -1.63490
C -0.23363 0.79532 -2.08650
C -1.07053 1.21335 -3.37370
C -0.73113 2.25650 -4.46826
O 0.14727 1.85047 -5.57365
C -2.13778 2.50066 -5.30599
F -2.62490 1.31821 -5.92166
F -3.10030 3.24598 -4.57846
F -1.73291 3.36290 -6.39907
C -1.47232 0.18424 -1.21572
I -1.10596 -0.78837 0.74070
C -2.63104 -0.72801 -1.81436
C -2.61334 -2.30895 -1.81908
C 1.14904 -0.06978 -2.38075
P 1.21745 -1.87250 -1.67113
O 2.35322 -2.69799 -2.37803
B 1.26826 -0.73607 -3.91245
C 0.18490 -1.83729 -4.51797
O 2.33832 -0.56435 -4.84224
H 6.59243 4.42827 0.21767
H 7.48758 4.39706 -1.49014
H 8.34734 3.90690 0.05891
H 6.68971 1.89753 0.42242
H 7.84426 1.73901 -1.00889
H 6.26412 2.09206 -2.72639
H 4.94455 2.88213 -1.72180
H 6.04032 -0.11420 -1.94918
H 5.38696 0.35087 -0.32577
H 3.68128 -0.89389 -1.17118
H 4.00151 -0.59129 -2.90301
H 1.77625 2.17710 -3.70927
H 2.98874 3.08607 -2.68023
H 4.39270 0.82433 -4.44666
H 4.42498 2.88263 -6.40232
H 3.16285 3.90788 -5.37547
H 2.62313 3.83060 -0.74013
H 1.74702 3.20745 0.81181
H 4.46452 1.92668 0.71280
H 4.57357 3.73726 0.44723
H 4.00758 4.18852 2.70083
H 2.59810 2.92726 2.74909
H 3.94992 1.52066 4.39217
H -0.06380 1.69667 -0.22180
H 1.31137 5.16192 -1.97372
H -1.41016 0.28029 -3.98446
H -2.11556 1.57251 -2.99360
H -0.43646 3.32420 -4.22958
H -0.12759 0.96632 -5.91207
H -2.02638 1.16514 -0.87329
H -3.54004 -0.50492 -1.10772
H -3.08952 -0.41185 -2.83489
H -3.69146 -2.61574 -2.14961
H -2.48233 -2.86273 -0.82876
H -1.94712 -2.83911 -2.58484
H 0.03279 -2.61756 -1.90473
H 1.48226 -1.94467 -0.28060
H 0.67364 -2.88520 -4.42107
H 0.05851 -1.65354 -5.66038
H -0.85339 -1.77339 -4.06333
H 1.98487 -0.25306 -5.70553
C -4.35665 -6.16606 3.34456
C -3.86045 -4.86852 3.44140
C -4.20663 -3.91720 2.48728
C -5.05605 -4.27586 1.44046
C -5.54988 -5.57558 1.33421
C -5.19570 -6.52097 2.29178
N -5.44367 -3.27141 0.44758
O -4.97492 -2.14345 0.56155
O -6.21545 -3.61199 -0.43744
H -4.08866 -6.90472 4.09454
H -3.20556 -4.59825 4.26368
H -3.81332 -2.90985 2.57447
H -6.20711 -5.86450 0.52078
H -5.57685 -7.53509 2.22030
C 12.02763 -2.70516 -0.76581
C 10.91398 -2.99074 -1.55087
C 10.03507 -1.97418 -1.90944
C 10.28431 -0.67099 -1.47889
C 11.39406 -0.38010 -0.68603
C 12.26574 -1.40412 -0.33026
N 9.37617 0.40703 -1.87464
O 8.40081 0.11232 -2.55593
O 9.64383 1.54586 -1.50577
H 12.71459 -3.50093 -0.49269
H 10.73332 -4.00760 -1.88585
H 9.17128 -2.21066 -2.52166
H 11.59288 0.62969 -0.34277
H 13.13399 -1.18827 0.28388
C -5.48697 3.86872 -0.81678
C -6.47166 3.06564 -1.38616
C -7.61293 2.74229 -0.65923
C -7.75923 3.23353 0.63766
C -6.77286 4.03172 1.21524
C -5.63390 4.34750 0.48165
N -8.97045 2.91716 1.39842
O -9.80709 2.19888 0.86681
O -9.07852 3.39305 2.52110
H -4.59988 4.12382 -1.38947
H -6.35047 2.69409 -2.39892
H -8.37289 2.11584 -1.11415
H -6.87665 4.41398 2.22528
H -4.86169 4.97019 0.92055
C 8.58981 -9.20749 0.22002
C 9.97521 -9.07573 0.18320
C 10.56579 -8.16683 -0.68878
C 9.75707 -7.39011 -1.51802
C 8.36944 -7.52304 -1.49100
C 7.78815 -8.43669 -0.61762
N 10.37278 -6.41379 -2.41980
O 11.59496 -6.33742 -2.42988
O 9.62731 -5.72463 -3.11174
H 8.13212 -9.91424 0.90613
H 10.59501 -9.68036 0.83743
H 11.64642 -8.07402 -0.70747
H 7.73318 -6.92635 -2.13609
H 6.70896 -8.54598 -0.58647
C 0.45220 4.89201 5.96871
C -0.87131 4.51436 6.17857
C -1.74226 4.39760 5.09994
C -1.27457 4.65775 3.81203
C 0.04828 5.04381 3.59644
C 0.91088 5.16055 4.68164
N -2.18070 4.51176 2.67072
O -3.33793 4.18983 2.89877
O -1.72612 4.71651 1.54920
H 1.13042 4.97668 6.81278
H -1.22329 4.30790 7.18409
H -2.77096 4.10249 5.27748
H 0.41926 5.25304 2.59835
H 1.94294 5.45748 4.52479
C -8.60684 -8.49787 7.67943
C -7.38865 -9.02120 7.25478
C -7.11135 -9.12645 5.89560
C -8.06175 -8.69938 4.96856
C -9.28645 -8.18151 5.38778
C -9.55582 -8.08278 6.74915
N -7.76459 -8.78469 3.53684
O -6.68535 -9.26253 3.20428
O -8.60757 -8.37066 2.75355
H -8.81750 -8.41212 8.74149
H -6.65342 -9.34456 7.98463
H -6.15835 -9.53607 5.57816
H -10.03332 -7.85154 4.67343
H -10.50472 -7.67845 7.08620
C -10.06365 5.73466 0.49273
C -9.97182 6.81608 -0.37928
C -10.02768 8.11588 0.11377
C -10.17167 8.32144 1.48524
C -10.27201 7.24263 2.36283
C -10.21769 5.94572 1.86075
N -10.20565 9.68849 2.01186
O -10.13365 10.61054 1.20970
O -10.29978 9.83055 3.22374
H -10.01415 4.72246 0.10383
H -9.85345 6.64514 -1.44461
H -9.95483 8.94942 -0.57658
H -10.38925 7.39387 3.43068
H -10.29199 5.10094 2.53476
```

E_tot in Ha: -6682.0130
Molar mass in g mol⁻¹: 1627.544
Net charge: +1
HOMO in eV: -11.0
Strongest force on any atom in eV/Å: 6.789

Mulliken population analysis, charges in e, atoms 1 to 4:
1 C -1.228
2 C 1.037
3 C -0.021
4 C -1.407